Molecular formula: C3H5NO
Method: DFT, ωB97M-V/def2-TZVPD

The net charge is 0. For the molar mass, the calculation gives 71.079 g/mol. Its spin multiplicity is 1. The calculation puts the lowest unoccupied orbital energy at 1.2 eV. The calculation puts the energy relative to the best compared isomer or geometry (same formula, charge and spin) at 80.08 kcal per mole. The calculation puts the total energy at -247.17961 a.u.

Last column: Löwdin charge in e.
Atoms and positions in Å:
O: -0.46 0.56 3.07  0.04
C: -0.90 0.19 2.09  -0.02
N: 1.20 0.37 0.13  0.08
C: 0.76 -0.88 -0.62  -0.19
C: 0.78 0.51 -1.04  -0.20
H: -1.99 0.53 -0.26  0.00
H: 1.55 -1.56 -0.93  0.07
H: -0.17 -1.34 -0.28  0.05
H: -2.13 0.64 -0.99  0.05
H: 0.59 1.29 -1.76  0.10

=====

Molecular formula: C3H5NO
Method: DFT, ωB97M-V/def2-TZVPD

The net charge is 0. For the molar mass, the calculation gives 71.079 g/mol. Its spin multiplicity is 1. The SMILES is C1=NC1.C=O. The calculation puts the lowest unoccupied orbital energy at 0.6 eV. The calculation puts the energy relative to the best compared isomer or geometry (same formula, charge and spin) at 75.74 kcal per mole. The calculation puts the total energy at -247.18654 a.u.

Last column: Löwdin charge in e.
Atoms and positions in Å:
C: -0.72 -0.45 -1.84  -0.15
O: -1.55 0.30 -1.40  -0.01
C: 0.13 0.81 1.22  -0.18
C: 0.92 -0.40 1.12  -0.19
N: 1.08 0.17 2.22  0.10
H: 0.36 -0.20 -1.89  0.08
H: -1.00 -1.44 -2.24  0.08
H: 1.27 -1.28 0.59  0.10
H: -0.94 0.75 1.45  0.08
H: 0.45 1.73 0.75  0.08

=====

Molecular formula: C3H5NO
Method: DFT, ωB97M-V/def2-TZVPD

The net charge is 0. For the molar mass, the calculation gives 71.079 g/mol. Its spin multiplicity is 1. The SMILES is N=C1COC1. The calculation puts the lowest unoccupied orbital energy at 1.0 eV. The calculation puts the energy relative to the best compared isomer or geometry (same formula, charge and spin) at 56.62 kcal per mole. The calculation puts the total energy at -247.21701 a.u.

Last column: Löwdin charge in e.
Atoms and positions in Å:
C: -0.70 0.75 0.12  -0.12
O: -0.93 -0.05 -1.05  -0.12
C: 0.31 -0.77 -0.93  -0.12
C: 0.47 -0.23 0.45  -0.35
N: 1.09 -0.42 1.52  0.17
H: -1.62 0.84 0.74  0.13
H: -0.40 1.79 -0.12  0.12
H: 0.50 0.30 1.93  0.05
H: 1.08 -0.38 -1.60  0.13
H: 0.19 -1.84 -1.05  0.13

=====

Molecular formula: C3H5NO
Method: DFT, ωB97M-V/def2-TZVPD

The net charge is 0. For the molar mass, the calculation gives 71.079 g/mol. Its spin multiplicity is 1. The calculation puts the lowest unoccupied orbital energy at 0.9 eV. The calculation puts the energy relative to the best compared isomer or geometry (same formula, charge and spin) at 92.84 kcal per mole. The calculation puts the total energy at -247.15928 a.u.

Last column: Löwdin charge in e.
Atoms and positions in Å:
O: -1.54 1.54 -0.15  0.07
C: -0.88 0.60 -0.82  -0.18
N: 0.08 0.01 -0.23  -0.14
C: 0.87 -1.14 0.09  -0.14
C: 0.48 -0.11 1.14  -0.11
H: -1.21 0.39 -1.83  0.15
H: 0.35 -2.10 0.07  0.09
H: 1.85 -1.15 -0.39  0.10
H: 1.30 0.59 1.33  0.05
H: -1.30 1.37 0.79  0.11

=====

Molecular formula: C3H5NO
Method: DFT, ωB97M-V/def2-TZVPD

The net charge is 0. For the molar mass, the calculation gives 71.079 g/mol. Its spin multiplicity is 1. The SMILES is N/C=C\C=O. The calculation puts the lowest unoccupied orbital energy at 0.1 eV. The calculation puts the energy relative to the best compared isomer or geometry (same formula, charge and spin) at 51.93 kcal per mole. The calculation puts the total energy at -247.22448 a.u.

Last column: Löwdin charge in e.
Atoms and positions in Å:
C: -0.40 -0.68 -0.54  -0.11
C: 0.72 0.19 -0.69  -0.11
C: 1.05 1.31 0.18  -0.25
H: -0.59 -0.47 1.47  0.09
H: -1.85 -1.62 0.84  0.10
H: -0.79 -1.50 -1.06  0.07
H: 1.06 0.15 -1.87  0.14
H: 1.57 2.08 -0.33  0.09
N: -1.24 -0.78 0.68  0.03
O: 0.47 1.32 1.31  -0.05

=====

Molecular formula: C3H5NO
Method: DFT, ωB97M-V/def2-TZVPD

The net charge is 0. For the molar mass, the calculation gives 71.079 g/mol. Its spin multiplicity is 1. The calculation puts the lowest unoccupied orbital energy at -1.8 eV. The calculation puts the energy relative to the best compared isomer or geometry (same formula, charge and spin) at 143.76 kcal per mole. The calculation puts the total energy at -247.07815 a.u.

Last column: Löwdin charge in e.
Atoms and positions in Å:
C: 0.82 -0.32 0.01  -0.37
C: -0.02 0.77 0.04  -0.06
C: -1.44 0.41 0.05  -0.32
H: 2.75 -0.99 1.26  0.23
H: 2.54 0.81 0.50  0.15
H: 0.51 -1.29 -0.15  0.08
H: 0.32 1.83 -0.06  0.12
H: -2.27 1.18 0.09  0.12
N: 2.13 -0.14 -0.29  0.02
O: -1.87 -0.71 -0.02  0.02

=====

Molecular formula: C3H5NO
Method: DFT, ωB97M-V/def2-TZVPD

The net charge is 0. For the molar mass, the calculation gives 71.079 g/mol. Its spin multiplicity is 1. The SMILES is C=C[C@H]1NO1. The calculation puts the lowest unoccupied orbital energy at 0.4 eV. The calculation puts the energy relative to the best compared isomer or geometry (same formula, charge and spin) at 111.38 kcal per mole. The calculation puts the total energy at -247.12975 a.u.

Last column: Löwdin charge in e.
Atoms and positions in Å:
C: 1.22 -0.87 -0.12  0.08
C: 0.82 0.26 0.43  -0.11
C: -0.53 0.71 0.18  -0.16
N: -1.32 -0.10 -0.67  -0.09
O: -1.74 -0.41 0.64  -0.07
H: 2.14 -1.22 0.11  0.03
H: 0.61 -1.28 -0.77  0.02
H: 1.51 0.90 1.04  0.12
H: -0.84 1.60 0.48  0.08
H: -1.86 0.43 -1.32  0.11

=====

Molecular formula: C3H5NO
Method: DFT, ωB97M-V/def2-TZVPD

The net charge is 0. For the molar mass, the calculation gives 71.079 g/mol. Its spin multiplicity is 1. The calculation puts the lowest unoccupied orbital energy at 0.3 eV. The calculation puts the energy relative to the best compared isomer or geometry (same formula, charge and spin) at 122.92 kcal per mole. The calculation puts the total energy at -247.11136 a.u.

Last column: Löwdin charge in e.
Atoms and positions in Å:
C: 0.89 0.65 0.31  -0.18
C: 0.71 -0.79 0.16  -0.22
C: -0.14 0.08 -0.65  -0.16
N: -1.89 0.00 0.42  0.05
O: -2.84 0.15 -0.18  0.01
H: 0.40 1.25 1.11  0.10
H: 1.63 1.31 -0.17  0.10
H: 1.54 -1.44 -0.36  0.13
H: 0.08 -1.36 0.96  0.12
H: -0.38 0.16 -1.62  0.05

=====

Molecular formula: C3H5NO
Method: DFT, ωB97M-V/def2-TZVPD

The net charge is 0. For the molar mass, the calculation gives 71.079 g/mol. Its spin multiplicity is 1. The SMILES is CCN=C=O. The calculation puts the lowest unoccupied orbital energy at 0.6 eV. The calculation puts the energy relative to the best compared isomer or geometry (same formula, charge and spin) at 84.04 kcal per mole. The calculation puts the total energy at -247.17331 a.u.

Last column: Löwdin charge in e.
Atoms and positions in Å:
C: 1.60 -2.07 0.73  -0.48
C: 0.04 0.38 0.06  -0.06
C: -1.17 0.83 -0.65  -0.12
N: 1.12 -1.06 0.31  0.14
O: 2.37 -2.80 1.17  0.12
H: 0.95 0.89 -0.07  0.07
H: -2.18 0.38 -0.64  0.10
H: -1.19 0.94 -1.71  0.07
H: -1.11 1.74 -0.16  0.07
H: -0.42 0.76 0.97  0.09

=====

Molecular formula: C3H5NO
Method: DFT, ωB97M-V/def2-TZVPD

The net charge is 0. For the molar mass, the calculation gives 71.079 g/mol. Its spin multiplicity is 1. The SMILES is C=C[N+](=C)[O-]. The calculation puts the lowest unoccupied orbital energy (alpha / beta) at 0.4 / 0.4 eV. The calculation puts the energy relative to the best compared isomer or geometry (same formula, charge and spin) at 91.94 kcal per mole. The calculation puts the total energy at -247.16072 a.u.

Last column: Löwdin charge in e.
Atoms and positions in Å:
C: -1.11 -1.19 0.16  0.06
C: 1.04 1.10 -0.73  0.10
C: -0.74 0.02 0.52  -0.17
N: 0.60 0.33 0.33  -0.37
O: 1.41 -0.23 1.12  -0.06
H: -2.09 -1.69 0.42  0.09
H: -0.25 -1.68 -0.40  0.10
H: 2.11 1.09 -0.95  0.08
H: 0.40 1.53 -1.49  0.07
H: -1.35 0.73 1.01  0.11